# 1
The following is a DFT calculation (wB97M-V/def2-TZVPD) of an isolated molecule of C3H9FN4 at a distorted geometry.

Energy above the lowest of the compared OMol25 structures with the same formula, charge and spin (kcal/mol): 6.65
Gap between HOMO and LUMO (eV): 9.19
F_max (eV Å⁻¹): 2.14
SMILES string: N/N=C/NNCCF
HOMO (eV): -8.27

Last column: natural (NBO) charge in e.
Atoms and positions in Å:
1 F 3.214 -0.439 -1.405  -0.376
2 N -3.237 1.062 -0.661  -0.659
3 N -0.529 -0.853 0.641  -0.467
4 N -2.529 0.123 0.159  -0.306
5 N 0.648 -0.509 1.291  -0.450
6 C 1.863 -0.745 0.479  -0.264
7 C 1.985 -0.028 -0.874  0.019
8 C -1.253 0.117 -0.008  0.184
9 H -1.060 -1.494 1.180  0.383
10 H -2.692 1.927 -0.759  0.330
11 H 1.200 -0.451 -1.560  0.170
12 H 1.801 -1.809 0.382  0.213
13 H 2.709 -0.499 1.119  0.205
14 H -0.616 0.822 -0.514  0.147
15 H 1.991 1.106 -1.009  0.174
16 H 0.621 0.390 1.684  0.338
17 H -4.116 1.279 -0.145  0.359



# 2
The following is a DFT calculation (wB97M-V/def2-TZVPD) of a 12-piece molecular cluster, CH25O12 overall at a distorted geometry.

Charge: -1
Energy above the lowest of the compared OMol25 structures with the same formula, charge and spin (kcal/mol): 101.23
Gap between HOMO and LUMO (eV): 8.27
F_max (eV Å⁻¹): 9.16
HOMO (eV): -5.38

Last column: natural (NBO) charge in e.
Atoms and positions in Å:
1 O -2.415 1.564 -1.847  -1.040
2 O 0.151 3.338 -2.941  -0.955
3 O 1.583 2.403 -0.685  -0.937
4 O 3.497 -2.891 1.384  -1.009
5 O 2.079 -0.684 -2.091  -1.027
6 O 2.473 1.047 2.546  -0.943
7 O -3.269 -2.396 0.270  -0.998
8 O -0.557 -2.660 -1.030  -0.988
9 O 0.856 -3.030 1.471  -0.916
10 O -1.221 3.175 1.850  -0.917
11 O -0.108 0.316 -0.801  -1.031
12 O -3.125 0.421 1.694  -0.934
13 C -0.079 0.173 0.588  -0.295
14 H 0.817 -2.413 0.775  0.484
15 H -0.974 -0.452 0.658  0.186
16 H -1.581 0.986 -1.547  0.515
17 H 2.498 0.761 1.585  0.484
18 H 0.442 2.946 -3.779  0.457
19 H 2.532 1.982 -0.733  0.461
20 H 2.463 -2.775 1.556  0.490
21 H 0.567 2.805 -2.315  0.493
22 H -0.659 2.579 1.458  0.456
23 H 1.178 1.654 -0.566  0.467
24 H 1.314 -0.170 -1.784  0.515
25 H -1.458 -2.735 -0.869  0.481
26 H 0.007 1.182 0.839  0.149
27 H -1.807 2.161 -2.512  0.473
28 H -3.566 -1.483 0.758  0.531
29 H -3.724 -2.634 -0.462  0.463
30 H 3.558 -2.858 0.371  0.458
31 H -0.296 -1.766 -0.686  0.490
32 H -2.228 0.700 1.672  0.482
33 H 1.860 -1.631 -2.359  0.474
34 H -3.485 1.156 1.379  0.459
35 H -1.768 3.051 1.075  0.458
36 H 0.768 -0.443 0.922  0.117
37 H 2.852 0.504 3.099  0.458
38 H 0.833 -3.887 1.042  0.487



# 3
The following is a DFT calculation (wB97M-V/def2-TZVPD) of a 6-piece molecular cluster, C24H45BrCl10N2OP overall at a distorted geometry.

Charge: +1
Gap between HOMO and LUMO (eV): 7.80
F_max (eV Å⁻¹): 5.24
HOMO (eV): -11.68

Last column: Mulliken charge in e.
Atoms and positions in Å:
1 Br -0.063 -5.117 -1.361  -0.156
2 Cl -2.971 1.220 -3.938  -0.198
3 Cl -8.594 -1.175 -3.481  -0.179
4 Cl -2.516 -1.966 2.014  -0.100
5 Cl -4.454 0.344 3.615  -0.172
6 Cl 3.664 -0.858 4.659  -0.099
7 Cl 0.761 0.768 5.424  -0.169
8 Cl -1.879 4.699 -0.952  -0.094
9 Cl -5.705 -2.832 -4.237  -0.220
10 Cl 0.305 5.255 -3.516  -0.185
11 Cl -2.244 -1.541 -2.054  -0.047
12 P 2.038 -4.377 -0.781  0.111
13 O 2.628 -5.446 0.419  -0.435
14 N 1.763 -0.089 0.153  0.851
15 N 0.937 1.149 2.175  0.128
16 C 5.078 0.547 -1.360  -0.604
17 C 0.954 -1.441 2.306  -0.513
18 C 2.646 -1.281 -2.092  -1.032
19 C 3.034 -0.498 6.286  -0.532
20 C 1.763 -2.709 0.097  0.273
21 C 1.222 -2.783 1.585  -0.502
22 C 5.283 1.470 -0.022  -0.278
23 C -6.335 -2.458 -2.613  -0.378
24 C -1.956 6.004 -2.162  -0.522
25 C -1.319 1.321 0.825  0.890
26 C -2.015 -0.198 -4.436  -0.309
27 C -1.451 5.554 -3.518  -0.407
28 C 2.046 -1.322 -0.587  0.402
29 C 1.231 -0.115 1.508  -0.054
30 C 5.954 0.498 1.095  -1.019
31 C -2.528 -1.482 -3.814  -0.187
32 C 1.521 -0.561 6.338  -0.441
33 C -7.848 -2.506 -2.561  -0.456
34 C -2.321 -1.371 3.682  -0.201
35 C 3.962 1.101 -2.341  -0.863
36 C -3.652 -1.070 4.341  -0.554
37 C 2.709 0.191 -2.698  -0.424
38 C 0.012 2.034 1.379  -1.165
39 C -1.264 1.340 -0.807  -0.396
40 H -3.499 -0.839 5.397  0.339
41 H 3.664 -1.829 -2.132  0.463
42 H -1.638 6.333 -4.260  0.366
43 H 3.459 -1.242 6.963  0.346
44 H -8.187 -2.405 -1.528  0.320
45 H -1.801 -2.154 4.238  0.367
46 H -2.329 1.088 -1.177  0.256
47 H 1.022 -3.751 2.149  0.055
48 H -1.950 4.641 -3.850  0.215
49 H -0.295 2.918 2.061  0.373
50 H -4.335 -1.919 4.274  0.363
51 H 4.293 1.919 0.347  0.210
52 H -0.516 0.564 -1.219  -0.109
53 H 1.180 -0.469 7.371  0.426
54 H 3.405 0.485 6.584  0.317
55 H -2.085 -0.260 -5.524  0.429
56 H 0.570 -1.365 3.373  0.151
57 H -5.917 -3.203 -1.932  0.305
58 H 6.098 0.616 -1.908  0.346
59 H 1.750 0.748 -2.360  -0.072
60 H 1.899 0.856 -0.249  0.146
61 H -2.005 -2.338 -4.247  0.349
62 H 5.165 -0.080 1.708  0.167
63 H -1.678 -0.489 3.654  0.085
64 H 6.543 -0.321 0.522  0.298
65 H 4.990 -0.524 -0.989  0.323
66 H -2.222 1.940 1.205  0.399
67 H 0.567 0.997 3.131  0.153
68 H 4.476 1.406 -3.333  0.356
69 H 6.712 1.049 1.761  0.343
70 H -0.971 -0.012 -4.172  0.072
71 H -5.953 -1.478 -2.319  0.303
72 H -3.598 -1.613 -3.988  -0.110
73 H 1.951 -5.481 1.139  0.325
74 H -3.003 6.305 -2.237  0.316
75 H -0.972 2.393 -1.182  -0.077
76 H -1.490 0.262 1.199  -0.668
77 H 1.144 -1.505 5.940  0.265
78 H 6.049 2.290 -0.282  0.348
79 H -1.385 6.853 -1.781  0.338
80 H 3.565 2.100 -1.904  0.339
81 H -8.234 -3.448 -2.955  0.318
82 H 1.907 -1.913 -2.719  0.559
83 H 2.636 0.113 -3.851  0.471
84 H 0.626 2.463 0.512  0.353



# 4
The following is a DFT calculation (wB97M-V/def2-TZVPD) of C6H18IMnO3 as an isolated structure at a distorted geometry.

Charge: +1
Energy above the lowest of the compared OMol25 structures with the same formula, charge and spin (kcal/mol): 0.00
<S²>: 8.766
Gap between HOMO and LUMO (spin up / spin down) (eV): 4.47 / 4.55
F_max (eV Å⁻¹): 2.43
HOMO (spin up / spin down) (eV): -12.63 / -12.63
Multiplicity: 6

Last column: natural (NBO) charge in e.
Atoms and positions in Å:
1 I -2.841 -0.478 -1.048  -0.445
2 Mn -5.368 -1.174 -1.918  1.459
3 O -1.837 0.344 2.503  -0.715
4 O -0.063 1.658 -2.084  -0.723
5 O 0.033 -2.608 -0.845  -0.723
6 C 0.782 -1.998 -1.902  -0.069
7 C 1.142 3.354 -0.906  -0.625
8 C 1.979 -1.245 -1.345  -0.635
9 C -1.276 -0.863 3.026  -0.066
10 C 0.049 2.310 -0.805  -0.069
11 C 0.234 -0.904 2.925  -0.638
12 H 0.597 -1.876 3.273  0.223
13 H -0.816 -2.165 -0.760  0.448
14 H -0.665 0.913 -1.987  0.441
15 H -1.772 -1.716 2.546  0.146
16 H 1.689 -0.703 -0.441  0.201
17 H -0.910 2.808 -0.603  0.156
18 H -1.707 0.331 1.550  0.439
19 H 0.670 -0.216 3.654  0.219
20 H 1.272 3.832 0.069  0.219
21 H 2.403 -0.531 -2.051  0.225
22 H 0.160 -1.347 -2.526  0.147
23 H 2.767 -1.923 -1.016  0.219
24 H 0.269 1.582 -0.017  0.157
25 H 0.911 4.152 -1.605  0.221
26 H -1.538 -0.921 4.083  0.188
27 H 0.623 -0.671 1.937  0.200
28 H 2.077 2.849 -1.144  0.219
29 H 1.134 -2.794 -2.565  0.181